{
  "formula": "C28H34BrCdN12",
  "method": "ωB97M-V with the def2-TZVPD basis set",
  "homo_ev": -10.0,
  "homo_lumo_gap_ha": 0.2811,
  "charge": 1,
  "symbols": ["Cd", "C", "C", "N", "C", "C", "C", "C", "C", "C", "C", "N", "C", "C", "N", "N", "H", "H", "H", "H", "H", "H", "H", "H", "H", "H", "H", "H", "H", "H", "H", "H", "H", "H", "N", "C", "N", "C", "N", "N", "C", "N", "C", "C", "C", "C", "C", "N", "H", "H", "H", "H", "H", "H", "H", "H", "Br", "C", "C", "C", "C", "C", "C", "H", "H", "H", "H", "N", "C", "C", "N", "C", "H", "H", "H", "H"],
  "coordinates": [[0.4601, 0.5381, -0.4240], [0.6610, 2.2368, -3.1688], [-0.0075, 0.9375, -3.5795], [-0.8320, 0.3376, -2.4985], [-2.1739, 0.8611, -2.3382], [-2.3220, 1.9093, -1.2639], [-3.5147, 2.6386, -1.1544], [-3.5824, 3.6356, -0.2046], [-2.4893, 3.9039, 0.5858], [-1.3449, 3.1330, 0.4268], [-0.0813, 3.4535, 1.2349], [1.0604, 2.6032, 0.9373], [2.1665, 3.2681, 0.2122], [1.9232, 3.3595, -1.3075], [1.4954, 2.1027, -1.9613], [-1.2962, 2.1132, -0.4398], [-0.0949, 3.0411, -3.0380], [1.2862, 2.5596, -4.0516], [0.7621, 0.2251, -3.9248], [-0.6407, 1.1631, -4.4830], [-0.8935, -0.6784, -2.5937], [-2.9001, 0.0383, -2.1731], [-2.5284, 1.3860, -3.2866], [-4.3113, 2.3585, -1.8377], [-4.4904, 4.2704, -0.1783], [-2.5159, 4.6746, 1.3558], [-0.3792, 3.3947, 2.3113], [0.1918, 4.5184, 1.0894], [1.4241, 2.0994, 1.7497], [3.1089, 2.7276, 0.3822], [2.3128, 4.3034, 0.6052], [2.9014, 3.6926, -1.7287], [1.2324, 4.2016, -1.5137], [2.3708, 1.6097, -2.2286], [-2.4303, -0.0057, 1.8741], [-2.3614, -1.1834, 1.2175], [-3.4428, -1.9950, 1.4073], [-3.3715, -3.1721, 0.7929], [-4.3025, -4.1043, 1.0442], [-2.4098, -3.5431, -0.0837], [-1.4449, -2.6241, -0.2333], [-1.3172, -1.4135, 0.3776], [-0.4621, -3.1538, -1.1534], [-0.6107, -4.5017, -1.5815], [0.2791, -5.0208, -2.4715], [1.2748, -4.1744, -2.9784], [1.3310, -2.8618, -2.5363], [0.4827, -2.3367, -1.6431], [-3.3098, 0.1281, 2.3925], [-1.5825, 0.4946, 2.0706], [-5.0496, -3.9475, 1.7210], [-4.1967, -5.0148, 0.6220], [-1.4528, -5.0904, -1.2093], [0.2245, -6.0610, -2.8152], [1.9654, -4.5477, -3.7219], [2.0790, -2.1778, -2.9907], [6.0907, -3.3176, 0.5648], [4.5815, -2.2233, 0.6052], [3.3728, -2.5910, 1.1932], [2.2339, -1.7883, 0.9943], [2.3130, -0.6299, 0.2160], [3.5367, -0.2570, -0.3135], [4.6726, -1.0515, -0.1488], [3.2689, -3.5228, 1.7957], [1.3086, -2.1102, 1.4760], [3.6314, 0.7094, -0.8520], [5.6449, -0.8546, -0.6378], [0.0732, -0.6492, 5.3663], [0.3118, 0.6905, 5.6925], [0.5089, 1.3238, 4.5051], [0.4032, 0.3980, 3.4429], [0.1943, -0.7426, 4.0135], [-0.0190, -1.4757, 5.9527], [0.2996, 1.1017, 6.7012], [0.6824, 2.3881, 4.3101], [0.0405, -1.7083, 3.5092]],
  "lowdin_charge": [1.35, -0.23, -0.20, -0.13, -0.17, -0.27, -0.01, -0.05, -0.02, -0.25, -0.16, -0.13, -0.20, -0.21, -0.14, 0.07, 0.12, 0.14, 0.12, 0.13, 0.08, 0.14, 0.14, 0.12, 0.13, 0.13, 0.12, 0.13, 0.08, 0.11, 0.12, 0.13, 0.12, 0.11, 0.16, -0.44, 0.16, -0.45, 0.17, 0.15, -0.28, 0.13, -0.22, -0.01, -0.05, -0.04, -0.13, 0.08, 0.13, 0.05, 0.12, 0.11, 0.11, 0.12, 0.11, 0.12, 0.75, -0.74, -0.13, -0.19, -0.28, -0.20, -0.16, 0.11, 0.06, 0.06, 0.10, 0.06, -0.09, -0.15, 0.03, -0.24, 0.16, 0.12, 0.09, 0.12]
}

=====

{
  "formula": "C43H72Cl28N5O5S3",
  "method": "ωB97M-V with the def2-TZVPD basis set",
  "homo_ev": -10.5,
  "homo_lumo_gap_ha": 0.2649,
  "charge": 1,
  "symbols": ["C", "C", "C", "C", "N", "C", "C", "O", "C", "C", "O", "C", "C", "C", "C", "S", "C", "S", "N", "C", "C", "O", "C", "C", "C", "O", "C", "C", "C", "C", "S", "C", "N", "N", "C", "O", "C", "C", "C", "N", "C", "C", "H", "H", "H", "H", "H", "H", "H", "H", "H", "H", "H", "H", "H", "H", "H", "H", "H", "H", "H", "H", "H", "H", "H", "H", "H", "H", "H", "H", "H", "H", "H", "H", "H", "H", "H", "H", "H", "H", "H", "H", "H", "H", "H", "H", "C", "Cl", "Cl", "H", "H", "C", "Cl", "Cl", "H", "H", "C", "Cl", "Cl", "H", "H", "C", "Cl", "Cl", "H", "H", "C", "Cl", "Cl", "H", "H", "C", "Cl", "Cl", "H", "H", "C", "Cl", "Cl", "H", "H", "C", "Cl", "Cl", "H", "H", "C", "Cl", "Cl", "H", "H", "C", "Cl", "Cl", "H", "H", "C", "Cl", "Cl", "H", "H", "C", "Cl", "Cl", "H", "H", "C", "Cl", "Cl", "H", "H", "C", "Cl", "Cl", "H", "H"],
  "coordinates": [[3.1114, 0.0829, -1.1158], [2.3801, 0.9462, 0.1307], [1.7033, -0.1085, 1.1357], [3.0833, -0.8444, 1.7368], [0.6767, 0.2158, 2.1749], [0.4016, -1.1141, 2.9154], [0.2417, -2.5165, 2.1385], [1.3807, -3.4806, 2.3279], [1.2745, -4.5751, 1.3265], [1.8399, -4.3925, -0.2183], [0.7319, -5.7345, 1.7402], [1.1940, 1.0957, 3.3328], [1.9169, 2.4891, 3.0782], [3.3329, 2.6216, 3.9732], [3.9747, 4.0801, 3.5569], [5.6943, 3.8002, 2.8357], [5.5525, 3.8622, 0.9316], [4.4953, 4.9974, 0.1588], [6.4210, 2.8773, 0.1800], [6.1813, 2.9262, -1.3223], [7.3118, 1.8995, -1.9917], [7.8256, 0.9978, -0.9283], [8.6919, 1.7473, 0.0166], [7.9069, 3.1724, 0.3431], [-0.0007, 1.4738, 4.4469], [-1.0637, 2.2790, 3.8038], [-1.6679, 1.2911, 2.9033], [-0.6566, 0.8099, 1.6608], [-0.5724, 2.1314, 0.7352], [-1.7657, 3.2217, 0.6929], [-3.3790, 2.5993, -0.1211], [-4.5597, 4.0196, -0.4285], [-4.7979, 5.3323, 0.2862], [-5.8633, 5.8595, -0.4789], [-6.3041, 4.9456, -1.6156], [-5.4470, 3.7501, -1.5914], [-1.5828, -0.2478, 0.7872], [-2.9661, -0.9760, 1.3884], [-3.8299, -2.0361, 0.4425], [-3.4992, -2.4491, -0.9625], [-2.2369, -1.8455, -1.5101], [-1.2381, -0.7752, -0.7629], [4.1717, -0.3360, -0.7845], [2.4095, -0.7437, -1.5549], [3.3186, 0.8565, -1.9829], [3.2853, 1.5640, 0.6056], [1.7471, 1.7017, -0.4637], [1.3100, -0.8953, 0.3214], [3.1925, -1.9371, 1.2680], [4.0879, -0.2891, 1.4132], [3.1580, -0.8786, 2.8931], [-0.5279, -1.0863, 3.6223], [1.2522, -1.3921, 3.7100], [-0.6838, -3.1372, 2.5778], [0.0458, -2.4973, 0.9898], [1.8491, -3.2372, -0.5123], [2.9364, -4.7869, -0.3698], [1.1130, -5.0167, -0.9302], [1.9842, 0.5284, 4.0284], [1.2678, 3.3980, 3.5102], [2.2293, 2.8366, 2.0239], [4.0475, 1.7091, 3.8090], [2.9608, 2.7374, 5.0992], [4.0825, 4.8238, 4.4826], [3.2801, 4.6512, 2.7792], [5.0832, 2.6590, -1.6360], [6.4601, 4.0017, -1.7486], [8.2434, 2.5120, -2.4123], [6.8374, 1.2165, -2.8379], [8.7132, 1.1038, 1.0215], [9.7730, 1.9488, -0.4125], [8.2071, 4.0267, -0.4186], [8.2002, 3.5636, 1.4152], [-0.3671, 0.5578, 5.0613], [0.5426, 2.2056, 5.2166], [-2.7578, 1.5798, 2.5091], [-1.9845, 0.3944, 3.6266], [0.4112, 2.7991, 0.8617], [-0.4481, 1.7939, -0.4084], [-1.9824, 3.7869, 1.7223], [-1.4069, 4.0962, -0.0384], [-7.1503, 5.0542, -2.4181], [-3.3762, -0.7963, 2.4624], [-4.8216, -2.5036, 0.9156], [-1.9186, -2.1752, -2.6123], [-0.2608, -0.3332, -1.2827], [-6.0209, -5.3966, -0.0635], [-7.0201, -4.9481, 1.3242], [-6.7635, -6.7106, -0.9838], [-5.9057, -4.5269, -0.7149], [-5.0411, -5.7222, 0.2941], [-8.5251, -5.9337, -4.0332], [-7.3633, -5.9436, -5.3655], [-10.0254, -6.7486, -4.4915], [-8.0874, -6.4503, -3.1755], [-8.7501, -4.8986, -3.7650], [5.7052, -6.7032, -0.0923], [5.7722, -4.9377, -0.0310], [5.2255, -7.2662, -1.6978], [6.6931, -7.1052, 0.1452], [4.9767, -7.0572, 0.6412], [-0.6743, 5.6013, 3.8891], [1.0311, 5.8877, 4.2561], [-1.7218, 6.5373, 4.9622], [-0.8700, 5.8957, 2.8551], [-0.8921, 4.5383, 4.0176], [-0.0743, -4.8591, -3.9845], [1.6311, -4.5727, -3.6175], [-1.1218, -3.9231, -2.9114], [-0.2700, -4.5647, -5.0184], [-0.2921, -5.9221, -3.8560], [2.3629, -0.1250, -4.7977], [3.8769, -0.0988, -3.8854], [1.0057, -0.5893, -3.7646], [2.1755, 0.8717, -5.2047], [2.4518, -0.8461, -5.6138], [-6.9371, 5.7974, -5.3951], [-5.4231, 5.8236, -4.4828], [-8.2943, 5.3331, -4.3620], [-7.1245, 6.7941, -5.8021], [-6.8482, 5.0763, -6.2112], [-8.6948, 8.0335, -0.2492], [-8.6278, 9.7989, -0.1880], [-9.1745, 7.4704, -1.8548], [-7.7069, 7.6315, -0.0117], [-9.4233, 7.6795, 0.4843], [-9.0003, -9.7374, -1.6857], [-7.8385, -9.7473, -3.0180], [-10.5006, -10.5523, -2.1440], [-8.5625, -10.2540, -0.8280], [-9.2252, -8.7023, -1.4175], [0.0196, -6.4256, 5.0559], [0.5968, -7.8419, 5.9425], [0.5176, -4.9290, 5.8540], [0.4346, -6.4450, 4.0453], [-1.0716, -6.4568, 5.0073], [-2.9804, 6.8207, 8.8324], [-2.4032, 5.4045, 9.7190], [-2.4824, 8.3174, 9.6305], [-2.5654, 6.8013, 7.8217], [-4.0716, 6.7895, 8.7837], [-2.3497, 0.9963, -5.0928], [-1.8585, 0.7411, -3.4139], [-2.1802, -0.4881, -6.0377], [-3.3951, 1.3137, -5.1134], [-1.7196, 1.7726, -5.5337], [2.4505, -8.4312, -4.6685], [4.1559, -8.1448, -4.3015], [1.4030, -7.4952, -3.5954], [2.2548, -8.1368, -5.7024], [2.2327, -9.4942, -4.5400], [9.7991, 4.2633, -4.8942], [9.4518, 4.4399, -3.1699], [8.8039, 2.9933, -5.6167], [9.5890, 5.2098, -5.3983], [10.8531, 4.0041, -5.0201]],
  "lowdin_charge": [-0.19, -0.19, -0.25, -0.03, -0.10, -0.08, -0.13, -0.15, -0.26, -0.03, -0.01, -0.18, -0.17, -0.21, -0.50, 0.78, -0.91, 0.58, -0.20, -0.20, -0.16, -0.23, -0.14, -0.16, -0.10, -0.17, -0.14, -0.23, -0.17, -0.43, 0.86, -0.46, 0.01, -0.04, -0.09, -0.12, -0.06, 0.02, -0.06, 0.01, -0.20, -0.04, 0.10, 0.02, 0.00, 0.12, 0.10, 0.13, 0.11, 0.11, 0.08, 0.14, 0.17, 0.16, 0.11, 0.08, 0.06, 0.07, 0.16, 0.08, 0.09, 0.11, 0.12, 0.10, 0.05, 0.11, 0.11, 0.04, 0.13, 0.15, 0.14, 0.12, 0.12, 0.14, 0.16, 0.14, 0.13, 0.13, 0.12, 0.10, 0.12, 0.02, 0.09, 0.10, -0.03, 0.05, -1.03, 0.50, 0.55, 0.02, 0.03, -1.05, 0.49, 0.50, -0.07, 0.03, -1.01, 0.50, 0.47, 0.03, 0.03, -1.02, 0.57, 0.55, 0.03, -0.01, -0.98, 0.50, 0.63, 0.04, -0.04, -0.93, 0.59, 0.52, 0.04, 0.04, -0.97, 0.55, 0.54, 0.04, 0.03, -1.03, 0.50, 0.48, -0.01, 0.03, -1.04, 0.49, 0.51, 0.03, 0.01, -1.03, 0.51, 0.48, 0.00, 0.03, -1.04, 0.49, 0.50, -0.02, 0.03, -0.99, 0.52, 0.51, 0.03, 0.03, -0.96, 0.49, 0.55, 0.04, 0.04, -1.00, 0.54, 0.51, 0.03, 0.03]
}

=====

{
  "formula": "C3H3N3O",
  "method": "ωB97M-V with the def2-TZVPD basis set",
  "homo_ev": -10.4,
  "relative_energy_kcal_mol": 52.9,
  "homo_lumo_gap_ha": 0.3828,
  "symbols": ["H", "N", "C", "C", "N", "C", "N", "O", "H", "H"],
  "coordinates": [[-0.6593, -2.2829, -0.3898], [-1.1894, -1.5140, -0.4929], [-0.7862, -0.3755, -0.1476], [-1.8977, 0.5916, -0.5249], [-2.3958, 1.4497, -1.0514], [0.8648, -0.3097, 0.5179], [1.4744, 0.9139, 0.2854], [1.3813, -1.2945, 0.9942], [2.3699, 1.0338, 0.6238], [0.8379, 1.7876, 0.1852]],
  "lowdin_charge": [0.02, 0.16, -0.18, -0.19, 0.15, -0.40, 0.14, 0.08, 0.07, 0.16]
}

=====

For each record above, in turn, the calculated E_tot values are -122072.66837; -446548.38015; -9675.15825 eV.